{"formula": "C25H21FN4O3", "method": "ωB97M-V/def2-TZVPD", "species": ["O", "C", "C", "N", "C", "C", "C", "C", "C", "C", "O", "C", "O", "N", "N", "C", "C", "C", "N", "C", "C", "C", "C", "C", "F", "C", "C", "C", "C", "C", "C", "C", "C", "H", "H", "H", "H", "H", "H", "H", "H", "H", "H", "H", "H", "H", "H", "H", "H", "H", "H", "H", "H", "H"], "positions_angstrom": [[-1.562, 3.398, -2.504], [-0.563, 3.562, -1.833], [0.777, 3.994, -2.418], [1.357, 2.820, -3.056], [1.814, 1.758, -2.282], [2.650, 1.971, -1.187], [3.139, 0.920, -0.421], [2.792, -0.354, -0.794], [1.997, -0.584, -1.914], [1.486, 0.445, -2.662], [1.826, -1.936, -2.082], [2.601, -2.548, -1.076], [3.119, -1.564, -0.211], [-0.537, 3.192, -0.525], [0.530, 3.413, 0.278], [0.727, 2.702, 1.315], [-0.026, 1.544, 1.763], [0.554, 0.328, 2.030], [-0.394, -0.614, 2.284], [-0.150, -2.023, 2.384], [-0.462, -2.769, 1.102], [-0.504, -4.159, 1.127], [-0.767, -4.879, -0.023], [-0.995, -4.190, -1.201], [-1.257, -4.888, -2.323], [-0.964, -2.810, -1.254], [-0.691, -2.104, -0.095], [-1.628, -0.024, 2.196], [-2.896, -0.565, 2.374], [-3.975, 0.284, 2.259], [-3.804, 1.644, 1.989], [-2.553, 2.188, 1.804], [-1.442, 1.344, 1.880], [1.434, 4.370, -1.638], [0.619, 4.754, -3.186], [0.761, 2.503, -3.813], [2.928, 2.977, -0.919], [3.777, 1.100, 0.429], [0.859, 0.253, -3.517], [1.974, -3.249, -0.504], [3.432, -3.106, -1.542], [-1.333, 2.650, -0.188], [1.633, 2.947, 1.854], [1.595, 0.068, 2.013], [0.907, -2.169, 2.636], [-0.751, -2.439, 3.201], [-0.325, -4.682, 2.055], [-0.799, -5.957, -0.015], [-1.139, -2.301, -2.187], [-0.654, -1.026, -0.140], [-3.031, -1.612, 2.595], [-4.974, -0.104, 2.390], [-4.675, 2.280, 1.926], [-2.435, 3.247, 1.625]], "atomic_forces_ev_per_a": [[0.0, 0.0, -0.1], [0.3, 0.3, -0.2], [-0.2, 0.0, 0.0], [-0.1, 0.3, -0.7], [0.4, -0.4, 0.4], [-0.1, 0.1, -0.3], [0.0, -0.5, 0.0], [-0.2, 0.0, -0.4], [0.4, 0.1, 0.5], [0.0, -0.1, 0.1], [-0.2, 0.6, -0.3], [0.3, -1.3, 0.1], [0.0, 0.5, 0.3], [-0.7, -0.7, 0.7], [0.5, 0.5, 0.2], [0.0, 0.2, -0.1], [-0.1, -0.4, 0.0], [0.0, 0.5, -0.2], [0.1, 0.1, 0.2], [0.1, -0.4, 0.0], [0.0, 0.0, 0.0], [0.0, 0.2, -0.1], [0.0, 0.0, -0.2], [0.0, 0.1, 0.1], [0.0, 0.0, 0.0], [-0.1, -0.3, -0.1], [0.0, -0.1, 0.1], [-0.3, 0.5, -0.1], [0.0, -0.1, 0.0], [0.0, -0.1, 0.0], [-0.1, 0.2, -0.1], [0.0, 0.0, 0.0], [0.0, -0.4, 0.2], [0.0, 0.1, -0.2], [-0.1, 0.0, 0.2], [0.1, 0.1, 0.1], [0.0, 0.1, 0.0], [0.1, 0.0, 0.1], [-0.1, 0.0, -0.1], [0.0, 0.2, -0.1], [-0.2, 0.2, 0.1], [0.2, 0.1, -0.2], [0.1, 0.1, 0.0], [0.2, -0.1, 0.0], [-0.2, 0.1, 0.1], [0.1, 0.1, 0.0], [0.0, -0.1, 0.1], [0.0, -0.1, 0.0], [0.0, 0.0, -0.1], [0.0, 0.2, 0.0], [0.0, -0.1, 0.0], [-0.1, -0.1, 0.0], [-0.1, 0.1, 0.0], [0.0, 0.1, 0.0]], "mulliken_charge": [-0.6647, 0.5888, -0.8947, -0.3384, 0.5276, -0.3071, -0.9244, 0.9159, 0.4841, -1.1444, -0.4666, -0.2120, -0.5072, 0.3220, -0.5083, -0.7574, 0.3632, -0.4605, 0.3345, -1.7311, 0.8207, -0.6572, -0.6983, 0.4559, -0.3512, -0.6076, 0.0574, -0.6064, -0.7573, -0.7363, -0.7190, 0.1054, 0.9417, 0.3789, 0.3671, 0.3052, 0.4426, 0.5130, 0.4016, 0.1051, 0.3020, 0.0518, 0.4382, 0.5288, 0.3641, 0.4647, 0.4324, 0.4481, 0.4207, 0.3991, 0.3813, 0.4093, 0.3938, 0.5851], "e_above_lowest_ev": 0.0000, "e_tot_ha": -1509.86186, "gap_ev": 7.95, "smiles": "O=C(CNc1ccc2c(c1)OCO2)N/N=C\\c1cn(Cc2ccc(F)cc2)c2ccccc12"}

{"formula": "C2H4N2O", "method": "ωB97M-V/def2-TZVPD", "species": ["H", "N", "C", "N", "C", "O", "H", "H", "H"], "positions_angstrom": [[-1.654, 1.704, 0.301], [-0.768, 1.242, 0.201], [-0.728, 0.040, 0.614], [0.402, -0.703, 0.296], [1.117, -0.182, -0.798], [2.019, -0.754, -1.358], [-1.522, -0.488, 1.151], [0.489, -1.674, 0.571], [0.644, 0.815, -0.977]], "atomic_forces_ev_per_a": [[-0.3, 0.0, 0.5], [-0.5, -0.1, 0.3], [-0.2, 0.4, -0.2], [0.0, 0.0, -0.2], [0.1, -0.3, 0.1], [-0.4, 0.3, 0.3], [0.1, 0.0, 0.0], [0.0, 0.3, -0.1], [1.0, -0.6, -0.7]], "mulliken_charge": [0.2168, -0.5985, 0.0335, -0.1306, -0.0453, -0.5147, 0.3436, 0.2402, 0.4550], "e_above_lowest_ev": 0.4641, "e_tot_ha": -263.34621, "gap_ev": 10.37, "smiles": "[H]/N=C/NC=O"}

{"formula": "C28H47CaGeINO3SSi3", "method": "ωB97M-V/def2-TZVPD", "species": ["Ca", "C", "O", "C", "C", "O", "C", "H", "H", "H", "H", "H", "H", "H", "H", "H", "H", "O", "N", "C", "C", "C", "C", "C", "S", "H", "H", "H", "H", "I", "C", "C", "C", "C", "C", "C", "C", "C", "C", "C", "H", "H", "H", "H", "H", "H", "C", "Si", "C", "C", "Ge", "Si", "C", "C", "C", "Si", "C", "C", "C", "H", "H", "H", "H", "H", "H", "H", "H", "H", "H", "H", "H", "H", "H", "H", "H", "H", "H", "H", "H", "H", "H", "H", "H", "H", "H", "H"], "positions_angstrom": [[0.178, 1.375, 0.446], [-0.956, 0.700, 3.754], [-0.127, 1.408, 2.859], [0.864, 2.228, 3.450], [1.008, 3.480, 2.616], [1.487, 3.109, 1.330], [1.759, 4.240, 0.504], [-1.391, 1.375, 4.498], [-0.411, -0.103, 4.260], [-1.753, 0.260, 3.160], [1.822, 1.692, 3.491], [0.578, 2.509, 4.468], [1.717, 4.164, 3.102], [0.038, 3.978, 2.513], [2.611, 4.797, 0.910], [0.889, 4.895, 0.446], [2.009, 3.869, -0.490], [-1.479, 2.762, 0.741], [-2.409, 3.330, -0.014], [-3.243, 2.524, -0.703], [-4.199, 3.000, -1.558], [-4.324, 4.382, -1.702], [-3.545, 5.205, -0.931], [-2.592, 4.707, -0.014], [-1.773, 5.707, 1.071], [-3.092, 1.468, -0.530], [-4.836, 2.308, -2.088], [-5.041, 4.802, -2.396], [-3.653, 6.278, -0.974], [3.516, 0.963, -0.109], [3.193, 1.430, -2.164], [4.328, 1.472, -2.923], [4.237, 1.719, -4.305], [3.008, 1.896, -4.872], [1.830, 1.838, -4.092], [0.568, 1.978, -4.716], [-0.571, 1.846, -3.979], [-0.485, 1.605, -2.593], [0.695, 1.518, -1.875], [1.882, 1.610, -2.676], [5.297, 1.299, -2.475], [5.141, 1.751, -4.900], [2.911, 2.062, -5.939], [0.528, 2.177, -5.781], [-1.545, 1.937, -4.450], [-1.429, 1.480, -2.068], [1.093, -4.666, 2.375], [1.494, -2.815, 2.143], [3.311, -2.768, 1.572], [1.566, -2.160, 3.940], [0.057, -1.494, 0.742], [0.431, -2.635, -1.336], [2.005, -2.113, -2.270], [-0.996, -2.242, -2.539], [0.569, -4.541, -1.305], [-2.033, -2.546, 1.295], [-2.436, -2.552, 3.171], [-2.399, -4.350, 0.789], [-3.455, -1.550, 0.497], [1.874, -5.172, 2.949], [1.003, -5.172, 1.411], [0.146, -4.796, 2.907], [3.939, -3.441, 2.162], [3.717, -1.758, 1.664], [3.398, -3.060, 0.522], [2.340, -2.674, 4.516], [0.614, -2.314, 4.457], [1.792, -1.090, 3.959], [1.902, -1.096, -2.649], [2.188, -2.771, -3.124], [2.889, -2.143, -1.627], [-1.250, -1.181, -2.477], [-1.894, -2.820, -2.298], [-0.722, -2.455, -3.576], [1.544, -4.843, -0.913], [0.468, -4.960, -2.310], [-0.199, -4.991, -0.672], [-1.537, -2.755, 3.759], [-3.170, -3.324, 3.414], [-2.842, -1.595, 3.505], [-1.655, -5.033, 1.209], [-2.382, -4.470, -0.298], [-3.383, -4.664, 1.148], [-3.382, -0.492, 0.769], [-4.440, -1.909, 0.809], [-3.402, -1.617, -0.593]], "atomic_forces_ev_per_a": [[0.0, -0.1, 0.3], [-0.1, -0.2, 0.0], [0.2, 0.2, 0.1], [0.2, 0.2, 0.0], [-0.2, 0.1, 0.2], [0.1, 0.3, 0.3], [0.1, 0.1, -0.1], [0.0, 0.1, 0.0], [0.0, 0.0, 0.0], [0.0, 0.0, 0.0], [-0.1, -0.1, 0.1], [0.0, 0.0, 0.0], [0.0, 0.0, -0.1], [0.0, 0.0, 0.0], [0.0, -0.1, 0.0], [-0.1, 0.0, 0.0], [0.0, 0.0, 0.1], [-0.7, 0.4, -0.2], [-0.4, 0.4, 0.0], [-0.1, -0.2, -0.2], [0.0, -0.1, 0.0], [0.1, 0.2, 0.1], [-0.2, -0.2, -0.3], [0.3, -0.3, 0.4], [0.2, 0.0, 0.0], [0.1, 0.0, 0.0], [0.1, 0.0, 0.0], [0.0, 0.0, 0.0], [0.1, 0.0, 0.0], [-0.1, 0.0, -0.5], [0.3, -0.1, 0.4], [0.1, 0.0, 0.1], [-0.1, 0.0, -0.1], [0.1, 0.0, 0.0], [0.0, 0.0, 0.1], [-0.2, 0.0, 0.0], [0.0, 0.0, -0.1], [0.2, 0.0, 0.3], [0.4, 0.0, -0.8], [-0.1, 0.0, -0.3], [0.0, 0.0, 0.0], [0.0, 0.0, 0.0], [0.0, 0.0, 0.0], [0.0, 0.0, 0.0], [0.0, 0.0, 0.0], [-0.1, 0.1, 0.0], [-0.1, 0.2, -0.2], [0.3, -0.1, 0.4], [-0.2, 0.0, -0.1], [-0.1, 0.0, -0.2], [0.0, -1.1, 0.1], [0.1, -0.2, -0.7], [-0.1, 0.1, 0.3], [0.0, 0.0, 0.3], [-0.1, 0.1, 0.3], [-0.6, -0.1, 0.1], [0.3, 0.1, -0.1], [0.3, 0.1, -0.1], [0.2, 0.0, 0.0], [0.0, 0.1, 0.0], [0.0, 0.0, 0.1], [0.0, 0.0, 0.0], [-0.1, 0.0, 0.1], [0.0, 0.0, 0.0], [0.0, 0.0, 0.0], [0.0, 0.0, 0.0], [0.0, 0.0, 0.0], [0.0, 0.0, 0.0], [0.0, 0.1, 0.0], [-0.1, -0.1, 0.0], [0.0, 0.0, 0.0], [0.0, 0.0, 0.0], [0.0, 0.0, 0.0], [0.1, -0.1, 0.0], [0.0, 0.0, 0.0], [0.0, 0.1, -0.1], [0.1, 0.0, -0.1], [-0.1, 0.0, 0.0], [0.0, 0.0, -0.1], [0.0, 0.0, 0.0], [0.0, 0.0, 0.0], [0.0, 0.0, 0.0], [0.0, 0.1, 0.0], [0.0, 0.0, 0.0], [0.0, 0.0, 0.0], [0.0, 0.0, 0.0]], "mulliken_charge": [0.6536, -0.7678, 0.2396, -0.7949, -0.4171, -0.1750, -0.6290, 0.4522, 0.1801, -0.0491, 0.1965, 0.5565, 0.6110, -0.0070, 0.2803, 0.1671, 0.0970, -0.7279, 0.2455, -0.3801, -0.9642, -0.3199, -0.6632, 0.1080, -0.4466, 0.7000, 0.4481, 0.3692, 0.4101, 0.1809, 0.4805, -0.8345, -0.5820, -0.8060, 1.2081, -1.1299, -1.1776, 0.2664, 0.0257, 0.0533, 0.4093, 0.3694, 0.3430, 0.3114, 0.4281, 0.2313, -1.0533, 0.4047, -1.0010, -1.0020, 0.8829, 0.2101, -0.6583, -0.8416, -1.1432, 0.2850, -1.1188, -1.1885, -1.0471, 0.3806, 0.2504, 0.2267, 0.3636, 0.1614, 0.1852, 0.3826, 0.3011, 0.0579, -0.0461, 0.4096, 0.1572, -0.0231, 0.3124, 0.3818, 0.2864, 0.3780, 0.2429, 0.1516, 0.4308, 0.3798, 0.2736, 0.2804, 0.4115, 0.0692, 0.4365, 0.2789], "charge": -1, "e_above_lowest_ev": 0.7662, "e_tot_ha": -5694.63501, "gap_ev": 6.89}